[1]
This record from the OMol25 dataset describes a structure of composition C35H39N2O8P3Ti. The level of theory is ωB97M-V/def2-TZVPD.

Last column: Löwdin spin population.
Cartesian coordinates (Å):
Ti 0.686 -0.651 -0.820  0.932
C -2.733 -3.384 -2.345  0.000
C -1.299 -3.100 -2.759  0.000
O -0.898 -4.077 -3.717  0.000
P -1.092 -1.413 -3.438  0.002
O 0.093 -1.528 -4.480  0.001
O -2.356 -1.046 -4.301  0.000
O -0.875 -0.408 -2.360  0.012
P -0.170 -3.143 -1.310  0.001
O -0.015 -4.665 -0.930  0.000
O 1.122 -2.471 -1.792  -0.004
O -0.686 -2.326 -0.161  0.017
H -3.404 -3.280 -3.196  0.000
H -3.042 -2.703 -1.552  0.000
H -2.795 -4.408 -1.975  0.000
H -0.088 -3.784 -4.157  0.000
H 0.941 -1.172 -4.154  0.000
H -2.373 -1.397 -5.202  0.000
H 0.319 -5.238 -1.633  0.000
C 3.235 -3.844 1.355  0.000
C 1.990 -3.169 1.931  0.000
C 2.282 -1.861 2.619  0.000
C 2.384 -1.807 4.003  0.000
C 2.676 -0.618 4.654  0.000
C 2.868 0.537 3.919  0.000
C 2.780 0.530 2.530  -0.001
C 2.991 1.819 1.769  0.000
C 4.466 2.131 1.506  0.000
C 2.495 -0.685 1.893  0.002
N 2.364 -0.678 0.470  -0.003
C 3.419 -0.632 -0.280  0.009
C 3.288 -0.278 -1.651  0.002
C 4.185 -0.301 -2.713  0.013
C 3.494 0.224 -3.813  0.000
C 2.216 0.555 -3.369  0.015
N 2.082 0.260 -2.053  0.001
H 2.973 -4.797 0.893  0.000
H 3.967 -4.036 2.140  0.000
H 3.711 -3.225 0.593  0.000
H 1.523 -3.841 2.654  0.000
H 1.253 -3.007 1.146  0.001
H 2.228 -2.711 4.578  0.000
H 2.748 -0.595 5.733  0.000
H 3.090 1.470 4.426  0.000
H 2.566 2.637 2.356  0.000
H 2.442 1.795 0.824  0.000
H 5.037 2.115 2.435  0.000
H 4.577 3.117 1.054  0.000
H 4.916 1.403 0.830  0.000
H 4.408 -0.803 0.142  0.000
H 5.201 -0.661 -2.691  0.001
H 3.883 0.384 -4.806  0.000
H 1.417 1.039 -3.914  0.001
O -0.272 0.670 0.284  -0.003
P -1.602 1.415 0.408  -0.001
C -3.015 0.378 0.031  0.000
C -3.339 -0.633 0.935  0.000
C -4.418 -1.463 0.681  0.000
C -5.175 -1.281 -0.470  0.000
C -4.841 -0.286 -1.380  0.000
C -3.758 0.543 -1.135  0.000
C -1.585 2.823 -0.703  0.000
C -0.503 3.003 -1.559  0.000
C -0.476 4.099 -2.409  0.000
C -1.522 5.010 -2.403  0.000
C -2.600 4.833 -1.544  0.000
C -2.632 3.744 -0.691  0.000
C -1.772 1.960 2.103  0.000
C -3.008 2.348 2.618  0.000
C -3.093 2.798 3.925  0.000
C -1.952 2.846 4.717  0.000
C -0.726 2.441 4.210  0.000
C -0.631 1.999 2.899  0.000
H -2.749 -0.769 1.834  0.000
H -4.673 -2.245 1.383  0.000
H -6.027 -1.920 -0.660  0.000
H -5.428 -0.152 -2.279  0.000
H -3.495 1.317 -1.844  0.000
H 0.318 2.296 -1.557  0.000
H 0.368 4.244 -3.071  0.000
H -1.497 5.865 -3.064  0.000
H -3.412 5.548 -1.537  0.000
H -3.471 3.611 -0.017  0.000
H -3.902 2.282 2.009  0.000
H -4.050 3.100 4.329  0.000
H -2.023 3.190 5.741  0.000
H 0.157 2.459 4.835  0.000
H 0.315 1.660 2.500  0.000

## Properties
molecular weight: 756.49 g mol⁻¹
strongest force on any atom: 0.76 eV Å⁻¹
multiplicity: 2
net charge: +1
LUMO (alpha / beta): -2.59 / -2.56 eV
Kohn-Sham gap (alpha / beta): 7.93 / 8.23 eV
total energy: -107276.8576 eV

=====

[2]
This record from the OMol25 dataset describes a structure of composition C35H40F10N3ORb. The level of theory is ωB97M-V/def2-TZVPD.

Last column: Mulliken charge in e.
Cartesian coordinates (Å):
Rb -0.056 -0.420 -0.882  0.554
C 0.099 -3.170 1.128  -0.387
C 0.117 -2.255 2.213  -0.150
C 1.420 -1.641 2.213  0.236
C 2.135 -2.218 1.124  -0.626
C 1.331 -3.146 0.449  -0.828
C 1.749 -4.077 -0.675  2.432
C 3.070 -3.618 -1.300  -1.812
C 0.682 -4.110 -1.778  -1.476
C 1.933 -5.507 -0.138  -1.795
C 2.190 -0.722 3.184  2.750
C 2.886 -1.579 4.259  -1.873
C 1.383 0.369 3.896  -1.575
C 3.301 0.025 2.420  -1.891
C -1.108 -2.134 3.132  2.731
C -2.175 -3.156 2.712  -2.423
C -1.810 -0.766 3.043  -1.640
C -0.762 -2.475 4.592  -1.801
H -0.726 -3.821 0.866  0.277
H 3.159 -1.988 0.861  0.109
H 2.992 -2.594 -1.677  0.222
H 3.345 -4.274 -2.134  0.446
H 3.879 -3.646 -0.563  0.287
H 0.575 -3.126 -2.243  0.149
H -0.291 -4.403 -1.374  0.225
H 0.954 -4.821 -2.567  0.437
H 2.692 -5.512 0.649  0.383
H 2.244 -6.198 -0.936  0.397
H 0.998 -5.872 0.297  0.327
H 2.153 -2.099 4.881  0.269
H 3.520 -0.961 4.913  0.493
H 3.510 -2.337 3.777  0.291
H 0.642 -0.029 4.585  0.264
H 0.873 1.014 3.179  -0.105
H 2.065 0.996 4.482  0.580
H 4.086 -0.653 2.075  0.374
H 3.769 0.768 3.076  0.501
H 2.898 0.541 1.546  0.235
H -2.530 -2.966 1.695  0.339
H -3.032 -3.080 3.390  0.486
H -1.789 -4.179 2.757  0.426
H -2.036 -0.519 2.000  0.310
H -1.209 0.042 3.447  0.139
H -2.758 -0.784 3.598  0.435
H -0.322 -3.476 4.640  0.318
H -1.666 -2.461 5.216  0.433
H -0.045 -1.782 5.028  0.264
C 0.089 4.461 -0.359  -1.117
N 0.418 3.055 -0.288  1.236
C 0.136 2.497 1.022  0.254
C -1.367 2.432 1.304  -1.126
N -1.994 1.659 0.254  0.164
C -3.021 2.121 -0.433  -0.431
C -3.414 1.428 -1.628  0.345
F -2.725 0.309 -1.953  -0.320
C -4.418 1.814 -2.477  0.104
F -4.664 1.108 -3.593  -0.384
C -5.184 2.939 -2.211  0.641
F -6.157 3.351 -3.061  -0.368
C -4.892 3.632 -1.059  0.201
F -5.635 4.714 -0.749  -0.349
C -3.880 3.242 -0.202  0.281
F -3.768 3.963 0.950  -0.394
C 1.763 2.783 -0.752  0.021
C 1.864 2.868 -2.272  -1.404
N 1.060 1.824 -2.879  0.279
C 0.212 1.987 -3.907  0.058
C -0.533 0.860 -4.358  0.005
F -0.411 -0.320 -3.697  -0.307
C -1.427 0.885 -5.401  -0.129
F -2.086 -0.231 -5.744  -0.377
C -1.668 2.049 -6.101  0.829
F -2.534 2.078 -7.134  -0.374
C -0.980 3.174 -5.712  0.065
F -1.181 4.327 -6.375  -0.359
C -0.076 3.143 -4.667  0.693
F 0.539 4.321 -4.390  -0.395
H -0.965 4.620 -0.130  0.179
H 0.263 4.843 -1.366  0.270
H 0.695 5.062 0.350  0.360
H 0.645 3.066 1.825  0.186
H 0.522 1.472 1.047  -0.978
H -1.749 3.447 1.423  0.566
H -1.484 1.947 2.283  0.146
H 2.039 1.765 -0.462  -0.423
H 2.498 3.472 -0.292  0.292
H 2.925 2.725 -2.530  0.375
H 1.600 3.865 -2.607  0.508
O 2.421 -0.139 -3.904  -0.423
C 2.191 0.202 -2.820  -0.137

## Properties
molecular weight: 794.17 g mol⁻¹
strongest force on any atom: 1.13 eV Å⁻¹
net charge: -2
LUMO: 3.93 eV
Kohn-Sham gap: 5.50 eV
total energy: -71290.7428 eV